276
Properties=species:S:1:pos:R:3 method="wB97M-V/def2-TZVPD" energy_ev=-121623.33485 orbital_gap_ev=9.8 de_lowest_kj_mol=778.4 multiplicity=1 mol_weight_g_mol=1382.2
C -3.499 3.032 -6.404
C -1.967 2.980 -6.578
C -1.063 3.077 -5.354
O -1.742 1.744 -7.284
H -3.958 2.083 -6.127
H -3.964 3.377 -7.328
H -3.793 3.923 -5.850
H -1.605 3.793 -7.206
H -1.000 4.073 -4.916
H -0.060 2.716 -5.582
H -1.463 2.504 -4.517
H -2.014 1.843 -8.199
C -4.526 -6.506 -4.192
C -4.376 -5.070 -3.657
C -2.921 -4.550 -3.467
O -4.863 -4.172 -4.625
H -4.291 -6.667 -5.244
H -5.502 -6.944 -3.982
H -3.753 -7.122 -3.734
H -4.968 -4.983 -2.745
H -2.391 -4.984 -2.619
H -2.986 -3.467 -3.365
H -2.299 -4.625 -4.359
H -5.733 -4.391 -4.967
C 3.431 -0.199 -2.538
C 3.965 1.199 -3.039
C 5.341 1.092 -3.675
O 3.037 1.640 -4.031
H 2.998 -0.790 -3.345
H 2.597 0.067 -1.888
H 4.131 -0.687 -1.860
H 4.031 1.893 -2.201
H 6.124 0.755 -2.996
H 5.740 2.044 -4.024
H 5.548 0.406 -4.495
H 2.913 0.949 -4.686
C -4.771 -1.900 6.056
C -5.976 -0.941 5.889
C -7.206 -1.348 6.738
O -5.839 0.498 6.088
H -4.382 -2.053 7.062
H -3.849 -1.540 5.599
H -4.986 -2.802 5.482
H -6.339 -0.949 4.861
H -7.997 -0.598 6.742
H -7.028 -1.488 7.804
H -7.661 -2.221 6.270
H -5.173 0.724 5.433
C 1.464 0.977 0.850
C 0.033 0.528 0.754
C -0.321 -0.262 -0.497
O -0.472 -0.062 1.918
H 1.869 1.360 1.786
H 1.637 1.783 0.137
H 2.197 0.233 0.536
H -0.447 1.507 0.780
H -0.081 0.238 -1.435
H -1.323 -0.681 -0.407
H 0.224 -1.206 -0.507
H -1.395 -0.257 1.738
C -4.749 -2.064 -1.306
C -5.475 -0.782 -1.542
C -6.916 -1.001 -2.096
O -5.740 -0.235 -0.243
H -5.034 -2.702 -0.470
H -3.664 -2.051 -1.205
H -4.953 -2.756 -2.123
H -4.886 -0.114 -2.170
H -6.996 -1.550 -3.034
H -7.347 -0.044 -2.391
H -7.542 -1.555 -1.396
H -5.137 0.509 -0.176
C 1.960 -5.067 -2.426
C 2.895 -6.305 -2.302
C 3.390 -7.006 -3.597
O 4.083 -5.800 -1.554
H 1.126 -5.319 -3.081
H 2.432 -4.135 -2.736
H 1.406 -4.751 -1.542
H 2.389 -7.098 -1.751
H 2.451 -7.439 -3.941
H 4.252 -7.648 -3.415
H 3.824 -6.370 -4.369
H 3.733 -5.718 -0.663
C -2.604 -0.749 -5.351
C -1.338 -1.499 -5.841
C -1.701 -2.650 -6.843
O -0.450 -0.554 -6.483
H -3.131 -0.324 -6.206
H -2.327 0.154 -4.808
H -3.164 -1.346 -4.631
H -0.770 -1.931 -5.017
H -2.325 -2.471 -7.718
H -2.333 -3.421 -6.403
H -0.728 -3.061 -7.109
H -0.974 0.018 -7.049
C 0.283 3.527 3.096
C -0.406 4.173 4.268
C 0.066 5.616 4.247
O -1.775 4.143 3.867
H -0.119 2.517 3.024
H 1.351 3.415 3.280
H 0.159 3.939 2.095
H -0.289 3.604 5.190
H -0.430 6.277 3.536
H 1.153 5.691 4.270
H -0.217 5.993 5.230
H -2.248 4.687 4.501
C 1.643 5.857 -3.569
C 2.309 4.752 -2.749
C 1.364 3.598 -2.419
O 3.400 4.350 -3.492
H 1.649 5.493 -4.597
H 2.092 6.843 -3.453
H 0.584 5.941 -3.324
H 2.666 5.195 -1.820
H 1.858 2.796 -1.870
H 0.930 3.128 -3.301
H 0.568 3.997 -1.789
H 3.213 3.526 -3.948
C 2.782 -2.234 -6.972
C 3.155 -0.791 -6.924
C 2.633 -0.005 -8.057
O 2.560 -0.269 -5.823
H 1.732 -2.521 -7.036
H 3.135 -2.537 -5.986
H 3.378 -2.821 -7.671
H 4.244 -0.780 -6.867
H 3.112 0.970 -8.155
H 1.577 0.264 -8.032
H 2.813 -0.435 -9.042
H 1.610 -0.196 -5.944
C 2.588 -0.972 5.873
C 1.251 -0.680 5.170
C 0.087 -0.798 6.222
O 1.185 0.640 4.523
H 2.415 -1.612 6.738
H 2.951 0.005 6.190
H 3.366 -1.411 5.248
H 1.098 -1.394 4.361
H 0.055 -1.868 6.430
H -0.920 -0.544 5.891
H 0.167 -0.130 7.079
H 0.457 0.618 3.896
C 7.304 -1.402 -0.247
C 7.674 -2.831 0.149
C 8.788 -3.471 -0.689
O 8.072 -2.761 1.470
H 8.132 -0.701 -0.138
H 6.563 -1.086 0.488
H 7.088 -1.257 -1.305
H 6.846 -3.539 0.135
H 8.902 -4.474 -0.277
H 9.747 -2.955 -0.647
H 8.578 -3.702 -1.733
H 8.907 -2.288 1.488
C 5.392 3.343 -0.178
C 6.324 4.337 0.566
C 6.860 3.636 1.785
O 7.466 4.733 -0.171
H 5.774 2.335 -0.338
H 5.092 3.705 -1.161
H 4.426 3.340 0.328
H 5.737 5.198 0.885
H 7.569 4.275 2.314
H 7.398 2.721 1.538
H 6.044 3.484 2.492
H 7.310 5.454 -0.786
C 3.046 6.458 1.349
C 3.855 7.735 1.696
C 4.668 8.206 0.482
O 3.181 8.877 2.215
H 2.531 5.920 2.145
H 3.638 5.697 0.839
H 2.242 6.682 0.649
H 4.470 7.312 2.490
H 3.893 8.335 -0.273
H 5.373 7.406 0.255
H 5.198 9.148 0.622
H 2.560 9.222 1.568
C -0.587 6.565 0.322
C -2.024 7.092 0.390
C -2.781 6.593 1.642
O -1.869 8.465 0.453
H -0.765 5.490 0.319
H -0.072 6.757 1.263
H 0.051 6.767 -0.539
H -2.630 6.925 -0.501
H -2.269 5.761 2.123
H -3.809 6.270 1.475
H -2.752 7.343 2.432
H -2.781 8.762 0.490
C -0.136 -7.074 0.730
C 0.185 -7.390 2.220
C 0.871 -8.754 2.324
O 1.116 -6.435 2.730
H 0.801 -7.196 0.187
H -0.410 -6.049 0.480
H -0.813 -7.889 0.473
H -0.761 -7.435 2.759
H 1.720 -8.838 1.646
H 0.106 -9.506 2.130
H 1.314 -8.963 3.298
H 1.140 -6.569 3.681
C 6.949 -0.003 4.702
C 7.403 1.167 5.569
C 6.275 1.749 6.506
O 8.450 0.697 6.279
H 6.716 -0.865 5.328
H 7.694 -0.383 4.003
H 6.088 0.337 4.126
H 7.878 1.836 4.852
H 5.751 0.970 7.059
H 5.514 2.167 5.847
H 6.600 2.542 7.180
H 8.718 1.156 7.078
C -2.429 -3.340 2.164
C -3.164 -4.654 2.129
C -3.516 -5.161 3.552
O -4.344 -4.487 1.465
H -3.024 -2.572 2.658
H -2.218 -2.998 1.151
H -1.479 -3.444 2.690
H -2.613 -5.464 1.652
H -4.267 -5.950 3.555
H -4.128 -4.377 3.998
H -2.610 -5.375 4.119
H -4.777 -3.720 1.848
C 2.974 -2.731 0.185
C 2.565 -3.505 1.408
C 1.144 -3.450 1.747
O 2.897 -4.897 1.125
H 2.489 -3.041 -0.741
H 4.018 -2.722 -0.129
H 2.682 -1.701 0.390
H 3.175 -3.273 2.281
H 0.847 -2.401 1.747
H 0.847 -3.835 2.723
H 0.525 -3.634 0.869
H 2.429 -5.420 1.780
C -8.562 -1.551 1.438
C -7.552 -2.362 2.314
C -7.315 -3.831 1.921
O -6.217 -1.819 2.243
H -8.738 -0.580 1.901
H -9.441 -2.185 1.327
H -8.069 -1.344 0.488
H -7.849 -2.281 3.360
H -7.033 -3.910 0.871
H -8.175 -4.500 1.895
H -6.558 -4.336 2.522
H -6.217 -1.255 1.466
C -5.171 3.889 -0.770
C -4.103 2.872 -1.197
C -2.736 3.554 -1.192
O -4.126 1.731 -0.343
H -6.183 3.491 -0.697
H -5.236 4.635 -1.562
H -4.812 4.242 0.196
H -4.371 2.506 -2.188
H -2.805 4.383 -1.897
H -1.874 2.987 -1.545
H -2.612 3.819 -0.142
H -4.016 2.067 0.549
C -5.564 1.645 2.659
C -4.103 1.921 3.221
C -3.254 0.660 3.479
O -3.494 2.699 2.316
H -6.173 1.126 3.399
H -5.561 1.026 1.762
H -5.918 2.630 2.353
H -4.116 2.556 4.107
H -2.223 0.862 3.769
H -3.092 0.120 2.546
H -3.639 -0.005 4.253
H -2.832 3.246 2.746



142
Properties=species:S:1:pos:R:3 method="wB97M-V/def2-TZVPD" energy_ev=-154204.56505 orbital_gap_ev=3.3 de_lowest_kj_mol=601.0 multiplicity=1 total_charge=-1 mol_weight_g_mol=1573.1
Bi -0.369 -0.163 0.051
I 0.751 2.645 0.164
C -0.274 4.560 0.195
C 0.594 5.644 0.229
C 0.114 6.942 0.222
C -1.244 7.158 0.169
C -2.148 6.080 0.134
C -3.528 6.354 0.067
C -4.452 5.334 0.024
C -4.015 4.027 0.054
C -2.655 3.696 0.122
P -2.393 1.879 0.112
C -3.147 1.486 -1.511
C -3.466 0.156 -1.776
C -3.937 -0.224 -3.018
C -4.059 0.721 -4.024
C -3.701 2.039 -3.782
C -3.242 2.426 -2.534
C -3.618 1.482 1.417
C -4.881 0.931 1.283
C -5.676 0.768 2.406
C -5.218 1.145 3.657
C -3.949 1.687 3.793
C -3.157 1.855 2.679
C -1.675 4.722 0.157
H 1.656 5.449 0.254
H 0.803 7.773 0.251
H -1.644 8.162 0.155
H -3.847 7.385 0.040
H -5.510 5.548 -0.036
H -4.743 3.228 0.016
H -3.329 -0.571 -0.992
H -4.189 -1.258 -3.197
H -4.424 0.425 -4.997
H -3.773 2.771 -4.573
H -2.960 3.455 -2.355
H -5.248 0.631 0.310
H -6.656 0.327 2.304
H -5.848 1.012 4.526
H -3.574 1.974 4.765
H -2.167 2.288 2.769
O 2.027 0.187 0.011
P 2.871 -0.261 -1.172
C 2.996 -2.130 -1.011
P 1.424 -3.025 -1.138
O 0.412 -2.414 -0.219
C 0.893 -3.104 -2.909
C 0.546 -4.473 -3.342
C -0.365 -4.648 -4.309
C -1.155 -3.550 -4.806
C -1.103 -2.333 -4.253
C -0.165 -2.005 -3.144
C 1.876 -4.672 -0.515
C 2.789 -5.494 -1.171
C 3.041 -6.763 -0.682
C 2.404 -7.212 0.466
C 1.538 -6.375 1.147
C 1.281 -5.107 0.658
C 3.215 0.983 -2.484
C 4.255 0.906 -3.332
C 4.068 1.145 -4.740
C 2.846 1.157 -5.282
C 1.582 1.137 -4.485
C 1.803 1.089 -2.972
C 4.616 -0.038 -0.467
C 5.710 -0.873 -0.654
C 6.982 -0.482 -0.269
C 7.180 0.752 0.322
C 6.096 1.588 0.534
C 4.833 1.198 0.131
H 3.332 -2.285 0.022
H 3.736 -2.566 -1.678
H 1.104 -5.306 -2.940
H -0.578 -5.642 -4.683
H -1.840 -3.752 -5.616
H -1.781 -1.550 -4.557
H -0.727 -1.674 -2.266
H 3.292 -5.144 -2.062
H 3.725 -7.414 -1.204
H 2.592 -8.212 0.833
H 1.048 -6.713 2.049
H 0.621 -4.438 1.176
H 5.234 0.613 -2.980
H 4.945 1.203 -5.375
H 2.722 1.243 -6.352
H 1.040 2.052 -4.749
H 1.242 1.903 -2.493
H 5.592 -1.842 -1.117
H 7.818 -1.149 -0.438
H 8.179 1.063 0.597
H 6.244 2.550 1.008
H 3.984 1.857 0.273
F -4.975 -2.332 -0.551
C -4.444 -2.766 0.598
F -4.846 -1.923 1.546
F -5.044 -3.937 0.868
C -2.880 -2.848 0.538
O -2.349 -1.642 0.552
C -2.481 -3.714 1.770
F -3.098 -3.314 2.889
F -1.181 -3.646 2.017
F -2.772 -5.020 1.627
C -2.576 -3.709 -0.737
F -1.392 -4.320 -0.722
F -2.634 -2.960 -1.834
F -3.482 -4.689 -0.923
C 2.349 3.275 4.576
C 1.042 3.033 4.962
C 0.331 1.993 4.391
C 0.896 1.176 3.415
C 2.214 1.440 3.043
C 2.935 2.471 3.614
Si -0.051 -0.268 2.603
C 0.908 -1.804 3.165
C 2.169 -2.108 2.657
C 2.828 -3.267 3.017
C 2.242 -4.151 3.905
C 0.998 -3.858 4.439
C 0.347 -2.695 4.076
H 2.907 4.088 5.020
H 0.579 3.657 5.715
H -0.683 1.805 4.712
H 2.685 0.833 2.286
H 3.954 2.650 3.302
H -1.341 -0.325 3.310
H 2.640 -1.424 1.967
H 3.801 -3.492 2.598
H 2.750 -5.064 4.179
H 0.532 -4.544 5.134
H -0.629 -2.479 4.490
N 1.431 -0.226 -2.452
C 0.969 -1.035 -3.548
C 0.616 -0.073 -4.689
C 0.621 -0.727 -6.022
C 1.275 -1.911 -6.247
C 1.906 -2.646 -5.268
C 1.868 -2.254 -3.851
H -0.389 0.328 -4.473
H 0.147 -0.192 -6.832
H 1.304 -2.292 -7.260
H 2.424 -3.561 -5.513
H 2.883 -2.158 -3.453